(1)
A 3-piece molecular cluster, C20H39BN2O11S overall. Source: the OMol25 dataset; level of theory: the ωB97M-V functional and the def2-TZVPD basis.

Output
LUMO energy = 0.093 eV
structure (SMILES) = COCCCCCC[C@@H]1C[C@H](CN)[C@H](B(N)O)S(=O)(=O)O1.C[C@@H]1COC(=O)O1.C[C@@H]1COC(=O)O1
spin multiplicity = 1
highest occupied orbital energy = -9.06 eV
charge = 0

XYZ file:
```
74
Properties=species:S:1:pos:R:3:lowdin_charge:R:1
C 1.797 4.838 -2.702 -0.124
O 0.947 4.130 -1.821 -0.225
C -0.190 4.900 -1.419 -0.210
C -0.382 4.871 0.135 -0.145
C -1.535 3.894 0.561 -0.185
C -0.932 2.576 1.153 -0.185
C -1.061 1.366 0.129 -0.166
C 0.281 0.581 0.217 -0.119
C 0.188 -0.930 -0.239 -0.292
C 1.319 -1.338 -1.228 -0.104
C 1.166 -0.857 -2.708 -0.267
C 1.186 0.681 -2.935 -0.219
N 2.446 1.313 -2.446 0.018
C -0.118 -1.577 -3.298 -0.179
B -0.404 -1.273 -4.851 -0.538
N -0.884 -0.020 -5.409 0.183
O -0.099 -2.326 -5.764 0.101
S -1.504 -1.151 -2.197 0.750
O -2.591 -2.131 -2.499 -0.319
O -1.984 0.193 -2.585 -0.291
O -1.150 -1.343 -0.613 -0.215
H 2.320 4.126 -3.367 0.081
H 2.590 5.402 -2.162 0.094
H 1.246 5.538 -3.365 0.089
H -1.072 4.514 -1.967 0.124
H -0.028 5.958 -1.701 0.110
H 0.585 4.578 0.577 0.111
H -0.660 5.878 0.505 0.105
H -2.120 3.606 -0.331 0.097
H -2.206 4.347 1.309 0.100
H -1.483 2.283 2.070 0.103
H 0.137 2.682 1.430 0.090
H -1.136 1.833 -0.866 0.085
H -1.949 0.794 0.431 0.116
H 0.577 0.606 1.284 0.089
H 1.099 1.106 -0.310 0.103
H 0.402 -1.496 0.693 0.146
H 1.427 -2.443 -1.259 0.127
H 2.266 -0.935 -0.824 0.122
H 2.031 -1.271 -3.274 0.155
H 1.091 0.976 -3.994 0.107
H 0.343 1.172 -2.407 0.096
H 2.222 2.074 -1.820 0.038
H 3.044 0.626 -2.009 0.053
H 0.063 -2.667 -3.183 0.134
H -1.810 0.240 -5.080 0.082
H -0.996 -0.184 -6.409 0.084
H -0.646 -3.091 -5.584 0.096
C -2.111 -4.481 -0.081 -0.020
C -1.690 -5.740 0.641 -0.333
C -0.953 -5.489 1.928 -0.105
O -0.143 -6.661 2.045 0.062
C 0.099 -7.097 0.780 -0.560
O 0.913 -7.911 0.495 0.169
O -0.710 -6.469 -0.112 0.088
H -2.575 -4.725 -1.036 0.091
H -2.820 -3.905 0.515 0.100
H -1.248 -3.854 -0.304 0.069
H -2.553 -6.396 0.795 0.160
H -1.618 -5.387 2.784 0.139
H -0.293 -4.617 1.880 0.136
C 0.767 0.827 7.196 -0.022
C 0.553 1.101 5.725 -0.336
C 0.591 -0.130 4.862 -0.097
O 1.021 0.399 3.605 0.036
C 1.775 1.495 3.880 -0.560
O 2.468 2.047 3.092 0.170
O 1.633 1.869 5.178 0.092
H 0.799 1.761 7.758 0.088
H -0.033 0.204 7.597 0.091
H 1.722 0.326 7.363 0.092
H -0.372 1.667 5.577 0.160
H -0.382 -0.613 4.771 0.141
H 1.326 -0.868 5.197 0.142
```

(2)
C20H39Cl3MnN3O3Si as an isolated structure. Source: the OMol25 dataset; level of theory: the ωB97M-V functional and the def2-TZVPD basis.

Output
LUMO energy (alpha / beta) = -1.724 / 0.468 eV
spin multiplicity = 5
highest occupied orbital energy (alpha / beta) = -8.30 / -8.34 eV
ΔE to the lowest compared entry with this formula, charge and spin = 21.27 kJ/mol
charge = 0

XYZ file:
```
70
Properties=species:S:1:pos:R:3:lowdin_charge:R:1
C -3.540 -0.111 0.647 -0.051
C -3.272 -0.366 -0.802 -0.259
H -3.728 0.962 0.845 0.080
H -2.701 -0.437 1.268 0.061
H -4.453 -0.670 0.925 0.097
C -4.072 0.114 -1.773 -0.137
C -5.309 0.935 -1.568 -0.094
H -3.829 -0.193 -2.794 0.108
H -5.179 1.750 -0.839 0.072
H -6.147 0.298 -1.224 0.085
H -5.590 1.389 -2.520 0.066
Mn -0.375 -2.687 0.726 0.333
Cl -2.171 -4.000 1.152 -0.024
Cl 1.221 -3.564 -0.653 0.066
C 3.682 -2.704 1.144 -0.376
O 3.250 -1.756 1.821 -0.052
N 4.597 -2.571 0.172 -0.193
C 5.101 -1.263 -0.185 -0.028
C 4.831 -3.656 -0.765 -0.069
H 3.346 -3.754 1.268 0.117
H 5.408 -0.746 0.718 0.092
H 4.346 -0.677 -0.712 0.073
H 5.951 -1.446 -0.835 0.083
H 4.755 -4.612 -0.230 0.093
H 5.844 -3.527 -1.165 0.085
H 4.100 -3.660 -1.586 0.072
H -3.034 2.663 5.533 0.096
H -1.045 3.044 2.662 0.087
C -1.997 3.009 5.698 -0.054
C -0.635 3.372 3.627 -0.040
N -1.082 2.505 4.697 -0.196
H -1.687 2.670 6.700 0.092
C -0.783 1.196 4.622 -0.292
O -0.255 0.686 3.624 -0.021
H 0.462 3.333 3.554 0.093
H -1.047 0.641 5.532 0.143
H -1.984 4.106 5.645 0.086
H -0.969 4.388 3.852 0.087
O -1.257 -1.416 -0.130 -0.328
C -2.158 -1.353 -1.208 -0.312
C -1.435 0.171 -3.180 -0.125
C -1.421 -1.060 -2.513 -0.180
H -1.892 1.054 -2.732 0.029
C -0.843 0.373 -4.443 -0.083
H -2.631 -2.345 -1.271 0.139
C -0.673 -2.079 -3.103 -0.064
H -0.908 1.354 -4.932 0.105
C -0.162 -0.683 -5.039 -0.099
C -0.040 -1.897 -4.342 -0.076
H -0.523 -3.023 -2.583 0.059
H 0.273 -0.573 -6.044 0.102
H 0.528 -2.715 -4.786 0.101
Si 1.117 2.206 -0.936 0.235
Cl -0.954 2.102 -0.849 0.447
C 1.541 3.243 -2.446 -0.200
C 1.554 0.401 -1.336 -0.202
C 1.426 2.139 0.929 -0.232
H 2.344 2.811 -3.059 0.035
H 1.784 4.287 -2.219 0.022
H 0.639 3.220 -3.071 0.020
H 0.466 1.875 1.413 -0.014
H 1.725 3.105 1.375 0.022
H 2.171 1.376 1.224 0.039
H 0.971 -0.022 -2.159 0.012
H 1.329 -0.234 -0.485 0.006
H 2.633 0.334 -1.582 0.025
N 0.482 -1.904 2.437 0.019
H 1.508 -1.862 2.374 0.017
H 0.227 -2.573 3.166 0.070
H 0.167 -0.973 2.750 0.031
```

(3)
C20H3Cl7F8IrO6S as an isolated structure. Source: the OMol25 dataset; level of theory: the ωB97M-V functional and the def2-TZVPD basis.

Output
LUMO energy = 1.573 eV
spin multiplicity = 1
highest occupied orbital energy = -5.85 eV
ΔE to the lowest compared entry with this formula, charge and spin = 0.00 kJ/mol
charge = -1

XYZ file:
```
46
Properties=species:S:1:pos:R:3:lowdin_charge:R:1
Ir -0.444 -0.548 0.543 1.446
Cl -1.147 2.051 -1.847 0.755
C -1.456 2.260 -0.145 -0.627
C -1.334 1.231 0.802 -0.325
C -1.689 1.610 2.107 -0.693
Cl -1.601 0.385 3.310 0.750
C -2.073 2.885 2.498 -0.709
Cl -2.458 3.230 4.144 0.671
C -2.131 3.885 1.536 -0.715
Cl -2.589 5.490 1.980 0.660
C -1.829 3.564 0.222 -0.700
Cl -1.903 4.825 -0.962 0.654
Cl 0.821 -4.221 -5.807 0.626
C 0.731 -3.599 -4.175 -0.666
C 1.622 -4.125 -3.205 -0.120
C 1.612 -3.676 -1.924 -0.559
Cl 2.728 -4.337 -0.779 0.720
C 0.706 -2.637 -1.496 -0.362
O 0.729 -2.190 -0.333 -0.140
C -0.190 -2.155 -2.500 -0.112
C -1.155 -1.190 -2.183 -0.146
O -1.414 -0.636 -1.088 -0.217
C -0.159 -2.638 -3.836 -0.066
H 2.320 -4.901 -3.491 0.103
H -1.817 -0.881 -2.996 0.140
H -0.848 -2.237 -4.569 0.115
F -2.972 -4.060 3.054 0.129
C -1.767 -3.553 3.343 -0.673
F -1.067 -4.473 4.005 0.139
F -1.938 -2.498 4.139 0.104
S -0.875 -3.084 1.808 0.526
O -0.529 -4.328 1.204 -0.246
O -1.829 -2.187 1.058 -0.401
O 0.174 -2.220 2.327 -0.360
F 3.051 5.461 0.679 0.103
C 2.597 4.215 0.479 -0.149
C 2.111 3.469 1.536 -0.143
F 2.092 3.990 2.768 0.115
C 1.662 2.177 1.327 -0.147
F 1.233 1.480 2.391 0.088
C 1.627 1.602 0.058 -0.282
O 1.182 0.382 -0.201 -0.191
C 2.176 2.358 -0.981 -0.164
F 2.267 1.839 -2.210 0.104
C 2.640 3.644 -0.781 -0.143
F 3.132 4.342 -1.812 0.110
```